The following is a quantum chemistry calculation of a cluster of 6 separate species, C23H49O14P in total, from the OMol25 dataset.

Values from the calculation:
Orbital gap (eV): 10.9007
E_tot (eV): -62603.94003
M (g/mol): 580.61
LUMO (eV): 0.70
HOMO energy (eV): -10.2
SMILES string: COP(=O)(OC)OC.CCOC(C)=O.CCOC(C)=O.CCOC(C)=O.CCOC(C)=O.CCOC(C)=O
Max |F| (eV Å⁻¹): 1.00
Net charge: 0

Structure (XYZ):
```
87
Properties=species:S:1:pos:R:3:lowdin_charge:R:1
C -4.01544 -5.20881 -0.51982 -0.100
O -2.84789 -4.40439 -0.61253 -0.197
P -1.75728 -4.42660 0.52561 0.317
O -2.12685 -5.15793 1.72979 -0.215
O -1.44109 -2.89916 0.67181 -0.202
C -0.77467 -2.43333 1.85092 -0.072
O -0.44318 -4.93432 -0.20123 -0.219
C -0.29419 -6.33630 -0.42990 -0.089
H -3.85452 -6.09352 0.09527 0.081
H -4.27908 -5.54416 -1.52480 0.090
H -4.85553 -4.63846 -0.12566 0.089
H -0.71129 -3.15339 2.66678 0.096
H -1.34151 -1.59334 2.25373 0.062
H 0.22051 -2.06851 1.60970 0.073
H -1.25273 -6.84676 -0.49353 0.084
H 0.34044 -6.77468 0.34024 0.093
H 0.24242 -6.47228 -1.37188 0.088
O -0.42420 3.51048 -3.22166 0.107
C 0.68885 3.65779 -2.79183 -0.543
O 0.97471 4.40103 -1.71091 -0.017
C -0.12037 5.06864 -1.08255 -0.223
C 0.43860 5.87921 0.06474 -0.058
C 1.90692 3.00240 -3.35507 0.014
H -0.84558 4.32386 -0.76020 0.090
H -0.63913 5.75402 -1.75526 0.130
H -0.39796 6.35021 0.58839 0.083
H 1.04997 6.69598 -0.31961 0.081
H 1.01017 5.29185 0.78031 0.061
H 1.84168 1.91516 -3.30359 0.080
H 2.83240 3.28924 -2.85810 0.083
H 2.01495 3.25181 -4.41232 0.095
O 4.75633 0.01285 -1.60906 0.098
C 4.41258 -0.36851 -2.69846 -0.545
O 3.64403 -1.44769 -2.90007 -0.011
C 3.32848 -2.25043 -1.74431 -0.197
C 2.25877 -3.22369 -2.17768 -0.058
C 4.77168 0.30465 -3.99166 0.028
H 3.00305 -1.60032 -0.93074 0.106
H 4.23450 -2.75515 -1.40495 0.131
H 1.71085 -3.67262 -1.34636 0.070
H 2.66464 -4.03267 -2.78517 0.080
H 1.49486 -2.70475 -2.76095 0.069
H 4.43874 1.34042 -3.97937 0.075
H 4.32056 -0.20706 -4.83818 0.086
H 5.85410 0.28081 -4.11091 0.093
O 0.49382 -0.05995 4.97589 0.106
C -0.08443 0.66625 4.21132 -0.535
O 0.50821 1.64746 3.51277 -0.014
C 1.90397 1.88134 3.73347 -0.216
C 2.17509 3.36970 3.68472 -0.061
C -1.55284 0.60433 3.90678 0.021
H 2.44659 1.43617 2.89941 0.097
H 2.26228 1.44034 4.65816 0.121
H 3.20434 3.55513 3.99820 0.082
H 1.50599 3.93143 4.33705 0.081
H 2.08939 3.76159 2.66964 0.054
H -1.72715 0.97454 2.89797 0.059
H -2.09485 1.27086 4.57940 0.100
H -1.94828 -0.40137 3.98695 0.075
O 1.48941 -0.23010 0.92671 0.095
C 1.55120 0.60916 0.05999 -0.550
O 0.85846 0.55906 -1.07246 -0.016
C -0.11644 -0.50662 -1.22180 -0.194
C -0.69502 -0.39564 -2.61128 -0.041
C 2.43344 1.82328 0.09205 0.042
H -0.83638 -0.42015 -0.40895 0.103
H 0.38390 -1.46816 -1.08833 0.102
H -0.87017 0.64237 -2.89554 0.074
H -1.65008 -0.92026 -2.65651 0.084
H -0.03704 -0.85341 -3.35211 0.071
H 3.02401 1.79715 -0.82406 0.072
H 3.12794 1.71415 0.91951 0.084
H 1.87771 2.75469 0.16452 0.080
O -3.46971 0.67426 -0.95421 0.107
C -3.14323 1.18298 0.08582 -0.532
O -3.71600 0.90536 1.26811 -0.021
C -4.85645 0.03053 1.28444 -0.206
C -4.71221 -0.94046 2.43104 -0.060
C -1.99995 2.14771 0.19706 0.026
H -4.95187 -0.49784 0.33948 0.116
H -5.72645 0.67333 1.42985 0.127
H -3.82698 -1.56663 2.32067 0.068
H -5.59970 -1.57590 2.45302 0.082
H -4.66755 -0.42710 3.39280 0.077
H -1.66948 2.32535 -0.82421 0.078
H -1.17595 1.70821 0.76624 0.081
H -2.23983 3.09536 0.67744 0.095
```

=====

The following is a quantum chemistry calculation of a structure of composition C23H50N2O2P2Pt, from the OMol25 dataset.

Values from the calculation:
Orbital gap (spin up / spin down) (eV): 6.7169 / 4.5885
E_tot (eV): -53515.33175
M (g/mol): 643.69
LUMO (spin up / spin down) (eV): -12.98 / -16.14
HOMO energy (spin up / spin down) (eV): -19.7 / -20.7
Multiplicity: 5
Max |F| (eV Å⁻¹): 7.72
Net charge: +4

Structure (XYZ):
```
80
Properties=species:S:1:pos:R:3:lowdin_charge:R:1
Pt 1.80448 0.68068 0.01222 1.064
C 1.13345 -0.88730 -0.77455 -0.215
O 0.54135 -1.81072 -1.18513 0.176
C 0.10477 1.45119 0.43758 -0.189
O -1.03309 1.59983 0.62038 0.156
P -3.20000 -0.40448 -2.75953 1.163
C -4.24963 -1.07870 -1.40566 -0.509
H -5.24280 -1.07006 -1.87602 0.129
C -3.19087 1.45551 -2.85668 -0.506
H -3.16434 1.80903 -1.80210 0.106
C -2.57223 -1.54318 -4.08450 -0.494
H -2.43608 -2.51017 -3.56576 0.119
C 4.90992 -0.53909 0.04508 -0.518
P 3.64237 0.21925 1.11792 0.933
H 4.22333 -0.54765 3.25623 0.146
H 4.62486 -1.60164 -0.00260 0.112
C 4.07739 1.97571 1.51121 -0.494
H 5.16254 1.93400 1.66477 0.131
C -1.92571 2.00574 -3.53888 -0.097
H -1.91785 1.77789 -4.61579 0.089
H -0.99889 1.63769 -3.08055 0.059
H -1.91862 3.10287 -3.45162 0.104
C -4.47253 1.96967 -3.51494 -0.084
H -4.46242 3.06732 -3.47951 0.104
H -5.35760 1.62117 -2.97209 0.085
H -4.53634 1.66306 -4.57353 0.099
C -3.57772 -1.74889 -5.21432 -0.081
H -4.52773 -2.12989 -4.82744 0.089
H -3.17833 -2.50283 -5.90433 0.106
H -3.75223 -0.82751 -5.78816 0.095
C -1.19211 -1.09160 -4.58445 -0.095
H -0.75311 -1.88560 -5.20530 0.109
H -0.48020 -0.89310 -3.77174 0.052
H -1.26320 -0.20213 -5.22070 0.082
C -3.87248 -2.51723 -1.03293 -0.088
H -3.91306 -3.17981 -1.90322 0.087
H -4.56971 -2.89508 -0.27568 0.104
H -2.86162 -2.58153 -0.60922 0.065
C -4.29054 -0.16367 -0.17131 -0.098
H -3.30536 -0.06228 0.30891 0.046
H -4.97688 -0.57906 0.57306 0.100
H -4.63280 0.85035 -0.41871 0.083
C 6.35676 -0.45371 0.55083 -0.035
H 6.49373 -0.94932 1.51905 0.100
H 6.67242 0.59449 0.62605 0.095
H 7.01208 -0.95210 -0.18030 0.129
C 4.81575 0.03141 -1.37236 -0.089
H 5.42613 0.94052 -1.46398 0.101
C 2.08007 -0.52357 3.32364 -0.111
H 3.78480 0.26496 -1.68514 0.044
H 5.22746 -0.70481 -2.07541 0.117
C 3.51913 -2.32487 2.25493 -0.072
H 1.21279 -0.64631 2.66603 0.044
H 1.95320 -1.20553 4.16704 0.101
H 2.04749 0.50186 3.71559 0.064
C 3.39162 -0.82755 2.59124 -0.497
H 3.42954 -2.91927 3.17328 0.113
H 4.48811 -2.56127 1.79194 0.083
H 2.72876 -2.66115 1.57082 0.088
C 3.42328 2.53442 2.78739 -0.085
H 2.32889 2.57748 2.71202 0.074
H 3.77046 3.56992 2.92967 0.115
H 3.68675 1.95556 3.68306 0.091
C 3.76031 2.90732 0.32707 -0.082
H 4.55931 2.91138 -0.44032 0.108
H 3.62500 3.92789 0.71205 0.114
H 2.80703 2.64303 -0.20048 0.031
H -2.11043 -2.04925 1.77531 0.088
H -2.05984 -0.49404 -1.98584 0.022
C -2.52839 1.33037 4.41884 0.060
N -2.15575 -0.10181 4.35728 -0.070
C -1.66258 -0.71548 5.59606 0.055
C -2.17250 -0.78583 3.25880 -0.136
N -1.84050 -1.87394 2.75335 0.278
H -2.17961 1.70763 5.38193 0.119
H -3.61677 1.46632 4.34655 0.142
H -2.05491 1.88572 3.59851 0.106
H -1.81434 -1.78542 5.58250 0.120
H -0.60558 -0.50546 5.72886 0.126
H -2.19807 -0.27744 6.42372 0.124
```